1.
DFT (ωB97M-V with the def2-TZVPD basis set) results for 12 unconnected molecules or ions with the total composition C60H156N12O18 at a distorted geometry.

Calculated values
Gap between HOMO and LUMO = 8.74 eV
SMILES string = COC[C@H](C)N.COC[C@H](C)N.COC[C@H](C)N.COC[C@H](C)N.COC[C@H](C)N.COC[C@H](C)N.COCCNCCOC.COCCNCCOC.COCCNCCOC.COCCNCCOC.COCCNCCOC.COCCNCCOC
LUMO = 0.556 eV
HOMO energy = -8.2 eV
F_max = 2.8 eV/Å

```
246
C60H156N12O18, DFT ωB97M-V with the def2-TZVPD basis set
C 3.70824 -6.16417 -5.44930
C 2.63812 -6.86237 -4.61836
C 1.32461 -6.07046 -4.54089
O 1.52593 -4.84721 -3.93975
C 1.65870 -4.82685 -2.56455
N 2.50077 -8.18808 -5.21942
H 4.63062 -6.74112 -5.38260
H 3.93373 -5.14147 -5.14709
H 3.38503 -6.17907 -6.49017
H 3.02056 -7.04822 -3.61472
H 0.45206 -6.64110 -4.22289
H 1.11559 -5.88007 -5.59358
H 2.60189 -5.29725 -2.28669
H 0.97217 -5.51674 -2.07380
H 1.55413 -3.81995 -2.16044
H 3.40575 -8.63302 -5.16344
H 1.93814 -8.79706 -4.64264
C -3.18725 4.37846 2.54835
C -2.40402 3.05199 2.30808
C -2.00369 2.36839 3.69361
O -1.07347 3.18449 4.45841
C -1.13097 2.80634 5.80928
N -3.25063 2.17322 1.57029
H -2.47532 5.12780 2.89440
H -3.88834 4.28331 3.37752
H -3.67261 4.77874 1.65823
H -1.48739 3.25970 1.75605
H -1.51988 1.41657 3.47437
H -2.92864 2.18794 4.24133
H -0.34072 3.41084 6.25445
H -0.94081 1.73478 5.87015
H -2.04342 2.94107 6.39013
H -4.00509 1.76383 2.10254
H -3.69156 2.69435 0.82590
C 3.83901 -2.01664 -3.85895
C 3.66986 -1.69428 -2.32543
C 4.89845 -1.19607 -1.50603
O 5.55786 -0.08304 -2.08950
C 6.82778 0.25693 -1.55983
N 2.59641 -0.71003 -2.23032
H 4.57250 -2.82224 -3.89219
H 4.30652 -1.23902 -4.46296
H 2.94257 -2.34035 -4.38782
H 3.30129 -2.55381 -1.76556
H 5.55588 -2.05233 -1.35536
H 4.65082 -0.93457 -0.47725
H 6.73090 0.47450 -0.49617
H 7.12138 1.16388 -2.08835
H 7.59833 -0.48510 -1.76898
H 1.96897 -0.87785 -3.00380
H 3.13230 0.11162 -2.47074
C 3.54671 2.46202 -0.60729
C 3.94778 3.04808 -2.00135
C 5.33901 3.72171 -1.89044
O 5.89499 4.18271 -3.07341
C 7.21398 4.65721 -2.92292
N 3.92478 1.94650 -2.97822
H 2.64407 1.85297 -0.65617
H 3.40940 3.26746 0.11417
H 4.34010 1.83637 -0.19841
H 3.28645 3.82574 -2.38344
H 5.99856 3.04732 -1.34428
H 5.24247 4.62934 -1.29463
H 7.56307 5.06783 -3.87036
H 7.88442 3.81787 -2.73821
H 7.39344 5.39794 -2.14369
H 4.37774 2.30711 -3.80580
H 4.56627 1.22974 -2.67024
C -6.05931 -0.34787 -1.68017
C -5.74695 0.87309 -0.81657
C -5.19120 2.10813 -1.57349
O -4.51518 3.06749 -0.70118
C -3.72419 4.04038 -1.34733
N -6.82376 1.13149 0.08508
H -5.17081 -0.88544 -2.01136
H -6.56019 -0.14105 -2.62591
H -6.71358 -1.05379 -1.16859
H -4.90856 0.51895 -0.21674
H -5.98971 2.66024 -2.06912
H -4.57193 1.81602 -2.42159
H -3.32775 4.73113 -0.60316
H -4.31055 4.58046 -2.09068
H -2.84529 3.62295 -1.83865
H -7.26861 0.27774 0.39055
H -6.43718 1.52264 0.93223
C -0.31674 -0.34448 0.40253
C -0.98441 -0.24601 -0.92666
C -2.17265 -1.16144 -1.15929
O -1.81803 -2.52718 -1.22986
C -1.17003 -2.85810 -2.47129
N -1.56327 1.04533 -0.95704
H 0.16305 -1.32183 0.45441
H -0.99474 -0.25007 1.25076
H 0.46462 0.41107 0.48451
H -0.35787 -0.31206 -1.81615
H -2.75094 -0.83603 -2.02405
H -2.83849 -1.06642 -0.30155
H -1.63967 -2.46152 -3.37144
H -1.05759 -3.93724 -2.57569
H -0.14672 -2.48297 -2.45660
H -2.05876 1.20534 -0.09160
H -0.95219 1.84220 -1.06511
C -3.55892 -5.51262 4.43402
O -2.75587 -5.16516 3.28451
C -3.44995 -4.70139 2.12565
C -4.10309 -5.81348 1.27184
N -4.82932 -5.35802 0.07959
C -3.97044 -4.55440 -0.78895
C -4.44569 -4.79538 -2.27650
O -4.17029 -6.15633 -2.65009
C -2.75902 -6.42500 -2.81783
H -2.98514 -5.78733 5.31913
H -4.18109 -6.36860 4.17269
H -4.19067 -4.68161 4.74774
H -2.86811 -3.97472 1.55863
H -4.29264 -4.08829 2.44512
H -4.83426 -6.48160 1.72694
H -3.26881 -6.47061 1.02635
H -5.23689 -6.16165 -0.37666
H -2.88874 -4.67519 -0.73037
H -4.09953 -3.51054 -0.50296
H -3.95298 -4.07968 -2.93461
H -5.51882 -4.61573 -2.34141
H -2.15959 -6.44571 -1.90768
H -2.28820 -5.79619 -3.57349
H -2.77499 -7.44695 -3.19660
C -4.97514 3.34910 6.75481
O -5.27506 3.25288 5.40777
C -6.61207 2.81862 5.15074
C -6.72038 2.51136 3.65864
N -5.77142 1.50346 3.15765
C -6.07791 0.09777 3.51377
C -4.89923 -0.82770 3.02646
O -3.62641 -0.44252 3.53978
C -2.73064 -1.48384 3.62580
H -4.08184 3.95881 6.89036
H -4.79487 2.31726 7.05631
H -5.70290 3.76990 7.44864
H -7.33400 3.50584 5.59192
H -6.70467 1.94065 5.79003
H -6.54800 3.38860 3.03507
H -7.74051 2.25671 3.37127
H -4.97763 1.69444 3.75224
H -7.02831 -0.24500 3.10470
H -6.00980 0.22949 4.59364
H -4.91169 -0.94382 1.94273
H -5.14482 -1.82856 3.38152
H -1.79641 -1.08822 4.02431
H -2.60759 -1.95413 2.65021
H -3.01687 -2.25147 4.34476
C 1.10981 0.74566 3.80549
O 2.37061 0.10154 4.15602
C 3.43690 0.21461 3.19580
C 4.55313 -0.51021 3.81753
N 5.47484 0.31207 4.66949
C 6.52378 -0.52319 5.29590
C 7.40922 0.38208 6.20545
O 8.21867 1.33197 5.46634
C 8.94886 2.17913 6.32283
H 0.73890 0.39318 2.84306
H 1.19491 1.81293 3.60105
H 0.31627 0.60244 4.53889
H 3.68130 1.25259 2.97004
H 3.12179 -0.25583 2.26441
H 5.22419 -0.93677 3.07199
H 4.18895 -1.35294 4.40514
H 4.95713 0.79290 5.39120
H 7.17789 -1.02003 4.57940
H 6.07210 -1.35581 5.83518
H 8.03662 -0.20114 6.87949
H 6.66343 0.91837 6.79220
H 9.63888 1.68934 7.00991
H 8.32343 2.85270 6.90869
H 9.62290 2.74299 5.67797
C 0.51662 2.62063 -2.91199
O -0.24046 3.59909 -2.17917
C 0.56807 4.36336 -1.24727
C -0.35303 5.51867 -0.72592
N 0.43897 6.75828 -0.48094
C 0.95038 6.85684 0.87702
C 1.99934 8.00237 1.11082
O 1.35360 9.28459 1.01257
C 0.38098 9.51171 2.06710
H -0.15777 2.05510 -3.55501
H 0.89271 1.81738 -2.27839
H 1.23260 3.22184 -3.47237
H 1.38483 4.81150 -1.81311
H 1.03354 3.74220 -0.48203
H -0.84510 5.20624 0.19514
H -1.14664 5.76996 -1.42958
H 0.09002 7.66469 -0.75801
H 1.49446 5.94314 1.11627
H 0.13700 6.80093 1.60047
H 2.83977 7.93885 0.41963
H 2.45056 7.95987 2.10212
H -0.59439 9.12594 1.77056
H 0.26916 10.58589 2.21457
H 0.62583 9.02942 3.01343
C 0.20726 -4.17339 1.45320
O 1.58071 -4.15971 1.68989
C 2.42500 -3.07401 1.19870
C 3.86643 -3.52507 1.20091
N 4.36842 -3.77436 2.56997
C 5.71669 -4.32963 2.61812
C 6.78146 -3.36228 1.96034
O 6.95951 -3.58705 0.57201
C 8.01447 -2.77471 -0.00439
H -0.27754 -3.37198 2.01071
H -0.22302 -5.13614 1.72902
H 0.03463 -3.96272 0.39778
H 2.33941 -2.21783 1.86782
H 2.16781 -2.74909 0.19054
H 4.50612 -2.84434 0.63923
H 3.88921 -4.45837 0.63831
H 3.63387 -4.40321 2.86166
H 5.73760 -5.31437 2.15126
H 6.05337 -4.58399 3.62313
H 7.74302 -3.36806 2.47363
H 6.43594 -2.33829 2.10226
H 7.84243 -1.73594 0.27747
H 7.91621 -2.68186 -1.08598
H 9.04419 -2.92891 0.31810
C -0.76804 -1.09489 -6.97779
O -2.02278 -1.15383 -6.22048
C -2.17999 -0.10865 -5.21976
C -3.62210 -0.13363 -4.57774
N -4.67232 0.09765 -5.57490
C -4.84640 1.44927 -6.21289
C -5.23952 2.58441 -5.16538
O -5.71585 3.77103 -5.70810
C -6.03104 4.81821 -4.78120
H -0.66785 -1.79032 -7.81112
H 0.14830 -1.07726 -6.38777
H -0.67248 -0.07025 -7.33708
H -1.98587 0.89039 -5.61007
H -1.47042 -0.20014 -4.39742
H -3.67730 0.69913 -3.87663
H -3.71757 -1.07624 -4.03878
H -4.62446 -0.52349 -6.36988
H -5.61050 1.47818 -6.98969
H -3.92724 1.74399 -6.71923
H -4.41595 2.72775 -4.46590
H -6.01135 2.24690 -4.47367
H -5.17792 5.46171 -4.56624
H -6.44915 4.51708 -3.82067
H -6.86620 5.34962 -5.23750
```

2.
DFT (ωB97M-V with the def2-TZVPD basis set) results for 2 unconnected molecules or ions with the total composition C2H6N2 at a distorted geometry.

Calculated values
Gap between HOMO and LUMO = 10.52 eV
SMILES string = C1=NN1.C
LUMO = 1.012 eV
HOMO energy = -9.5 eV
F_max = 2.1 eV/Å

```
10
C2H6N2, DFT ωB97M-V with the def2-TZVPD basis set
C 1.69053 -0.57897 0.03170
C -2.13740 0.22744 -0.13309
N 2.80967 0.19880 -0.19416
N 1.36641 0.60290 0.22513
H 1.37253 -1.59476 -0.00433
H -2.15236 -0.20543 -1.12639
H -1.29531 0.90211 -0.03545
H -3.05899 0.77006 0.03440
H 3.45573 0.23824 0.59802
H -2.05081 -0.56039 0.60416
```

3.
DFT (ωB97M-V with the def2-TZVPD basis set) results for C2H3ClF2 in the gas phase at a distorted geometry.

Calculated values
Gap between HOMO and LUMO = 11.66 eV
SMILES string = FC(F)CCl
LUMO = 0.890 eV
HOMO energy = -10.8 eV
F_max = 5.0 eV/Å

```
8
C2H3ClF2, DFT ωB97M-V with the def2-TZVPD basis set
C 0.05703 0.80753 0.05748
C 0.15314 -0.86454 0.07924
F -0.57068 -1.41729 1.10498
F -0.45787 -1.15636 -1.06545
Cl -1.63489 1.31538 -0.20679
H 0.54272 1.37658 0.81271
H 0.67221 0.91613 -0.78481
H 1.23834 -0.97743 0.00262
```

4.
DFT (ωB97M-V with the def2-TZVPD basis set) results for a molecular structure, C24H21GePt.

Calculated values
Gap between HOMO and LUMO (spin up / spin down) = 5.39 / 6.57 eV
<S²> = 2.01
LUMO (spin up / spin down) = 2.966 / 2.924 eV
Net charge = -1
HOMO energy (spin up / spin down) = -2.4 / -3.6 eV
Spin multiplicity = 3
F_max = 0.4 eV/Å

```
47
C24H21GePt, DFT ωB97M-V with the def2-TZVPD basis set
Pt -2.11347 -1.43287 -0.89469
C -2.88986 -3.91737 -1.28619
C -2.11727 -3.31800 -2.32472
C -2.86715 -2.23217 -2.86441
C -4.06511 -2.12289 -2.10071
C -4.07256 -3.18289 -1.14209
H -2.61378 -4.79299 -0.71757
H -1.20170 -3.71547 -2.73313
H -2.63826 -1.68690 -3.76398
H -4.87259 -1.43435 -2.28909
H -4.86576 -3.39310 -0.44107
C -1.90352 0.03892 0.37009
Ge -0.07451 0.56591 0.34353
C 1.03613 -1.00166 -0.11105
C 0.84394 -2.10834 0.72591
C 1.53299 -3.29564 0.52563
C 2.44071 -3.40633 -0.52099
C 2.65608 -2.31810 -1.35400
C 1.96294 -1.12883 -1.14533
C 0.30601 2.19319 -0.71718
C 0.89033 2.24807 -1.98365
C 1.05636 3.45788 -2.65322
C 0.63043 4.64250 -2.07015
C 0.03371 4.60931 -0.81542
C -0.12395 3.39894 -0.15337
C 0.63027 1.09140 2.12295
C 1.94619 1.52381 2.30114
C 2.42678 1.86531 3.55927
C 1.59112 1.78264 4.66830
C 0.27902 1.35584 4.51042
C -0.19336 1.01155 3.24617
H -2.63156 0.80551 0.63409
H 0.12011 -2.04303 1.53124
H 1.35289 -4.14094 1.17951
H 2.97563 -4.33432 -0.68573
H 3.36307 -2.39226 -2.17264
H 2.15540 -0.30023 -1.81371
H 1.20427 1.33852 -2.47836
H 1.51263 3.47179 -3.63688
H 0.75506 5.58446 -2.59102
H -0.30802 5.52840 -0.35282
H -0.58235 3.39071 0.83124
H 2.60763 1.59674 1.44191
H 3.45260 2.19588 3.67899
H 1.96331 2.04830 5.65077
H -0.37560 1.28819 5.37203
H -1.21521 0.66491 3.11999
```

Copy entry 3 word for word.
DFT (ωB97M-V with the def2-TZVPD basis set) results for C2H3ClF2 in the gas phase at a distorted geometry.

Calculated values
Gap between HOMO and LUMO = 11.66 eV
SMILES string = FC(F)CCl
LUMO = 0.890 eV
HOMO energy = -10.8 eV
F_max = 5.0 eV/Å

```
8
C2H3ClF2, DFT ωB97M-V with the def2-TZVPD basis set
C 0.05703 0.80753 0.05748
C 0.15314 -0.86454 0.07924
F -0.57068 -1.41729 1.10498
F -0.45787 -1.15636 -1.06545
Cl -1.63489 1.31538 -0.20679
H 0.54272 1.37658 0.81271
H 0.67221 0.91613 -0.78481
H 1.23834 -0.97743 0.00262
```

- Which of these has the lowest F_max?
  C24H21GePt